# 1
62
Properties=species:S:1:pos:R:3:lowdin_charge:R:1 method="wB97M-V/def2-TZVPD" total_charge=+3 e_tot_ev=-65581.3132 homo_energy_ev=-16.5 homo_lumo_gap_ev=6.50
Al -0.1346 0.8851 -1.8745 0.37
P -2.1438 1.4511 -2.8968 0.79
P -0.4395 1.9283 0.3274 0.83
P -0.5677 -3.0005 2.1344 0.84
H 1.9183 -1.1844 -1.8231 0.03
C 1.0681 -1.6021 -1.3071 -0.10
C -0.0831 -0.7810 -0.9997 -0.33
H -0.9781 -1.3418 -1.2745 0.07
C -2.0708 2.6405 -4.2543 -0.21
C -3.4804 2.0680 -1.8287 -0.20
C -2.8419 -0.0494 -3.6551 -0.20
C 0.9907 1.5741 1.4225 -0.21
C -0.5154 3.7622 0.3120 -0.22
C -1.8666 1.4433 1.3789 -0.20
C -0.7964 -4.7871 2.4206 -0.22
C -2.0307 -2.4919 1.1814 -0.26
C -0.7093 -2.2200 3.7673 -0.23
H 0.8983 -2.6413 -1.6068 0.07
H -0.1414 -0.7443 0.1146 0.06
H -1.1034 2.5681 -4.7627 0.06
H -2.1951 3.6589 -3.8746 0.07
H -2.8694 2.4073 -4.9657 0.08
H -3.1623 2.8654 -1.1438 0.05
H -3.8814 1.2426 -1.2321 0.06
H -4.2775 2.4617 -2.4667 0.09
H -2.0659 -0.7261 -4.0320 0.07
H -3.4792 0.2537 -4.4937 0.08
H -3.4431 -0.5871 -2.9130 0.07
H 0.7088 1.6499 2.4834 0.08
H 1.7958 2.2961 1.2296 0.06
H 1.4042 0.5714 1.2593 0.03
H -1.0709 4.1311 1.1876 0.07
H -1.0153 4.1285 -0.5969 0.04
H 0.5020 4.1775 0.3356 0.06
H -2.1050 2.2870 2.0367 0.07
H -1.6602 0.5610 2.0066 0.04
H -2.7495 1.2259 0.7624 0.04
H -1.0402 -4.9771 3.4721 0.06
H 0.1373 -5.3101 2.1742 0.05
H -1.5987 -5.2232 1.8086 0.07
H -2.9813 -2.8335 1.6178 0.08
H -1.9375 -2.9159 0.1745 0.05
H -2.0587 -1.4014 1.1022 0.00
H -0.9554 -2.9596 4.5395 0.06
H -1.4710 -1.4255 3.8015 0.05
H 0.2646 -1.7763 4.0096 0.04
C 3.3120 -1.3437 0.6181 -0.61
C 3.5947 -0.8820 1.9097 -0.10
C 4.3234 0.2814 2.0604 -0.06
C 4.8119 0.9896 0.9808 -0.05
C 4.5664 0.5064 -0.2909 -0.09
C 3.8552 -0.6565 -0.4789 -0.15
S 2.3394 -2.7764 0.4648 0.97
H 1.0677 -2.7203 1.3933 -0.13
H 3.2162 -1.4703 2.7595 0.12
H 4.5724 0.5931 3.0753 0.13
H 5.3923 1.9205 1.1462 0.14
H 4.9895 1.0785 -1.1268 0.13
H 3.7948 -1.1364 -1.4924 0.14
O 1.7764 1.3326 -2.0839 0.05
H 2.0822 2.1922 -2.3658 0.13
H 2.5379 0.8319 -1.6276 0.12

=====

# 2
169
Properties=species:S:1:pos:R:3:lowdin_charge:R:1 method="wB97M-V/def2-TZVPD" total_charge=-1 e_tot_ev=-122707.6080 homo_energy_ev=-3.7 homo_lumo_gap_ev=5.28
C -1.8481 3.5451 5.1267 -0.10
C -3.3404 3.2732 4.9387 -0.27
C -3.6479 2.4230 3.7042 -0.20
C -3.3389 0.9172 3.8704 -0.18
C -2.4508 0.3164 2.7574 -0.22
C -1.1694 -0.3677 3.2505 -0.22
C 0.0276 0.5772 3.4959 -0.16
C 1.2997 0.3037 2.6648 -0.20
N 1.6538 1.4257 1.7868 -0.19
C 3.0753 1.4423 1.3712 -0.20
C 3.3954 0.3827 0.3095 -0.18
C 3.9208 -0.9527 0.8526 -0.21
C 3.6060 -2.1144 -0.0928 -0.21
C 4.5715 -3.2961 0.0105 -0.21
C 4.0175 -4.6322 -0.4939 -0.22
C 2.6639 -5.0433 0.0918 -0.27
C 2.6558 -5.0553 1.6206 -0.11
C 0.7997 1.7466 0.7393 -1.07
S -0.2656 0.7262 0.0578 0.74
S 0.9844 3.4377 0.1751 0.89
C -0.2165 4.2396 1.3029 -0.44
C -1.6142 4.3162 0.6955 -0.32
C -1.7350 5.2791 -0.4871 -0.23
B -3.2838 5.7347 -0.8387 -0.56
N -3.6471 5.3474 -2.3183 -0.08
C -5.0706 5.3316 -2.6117 -0.34
C -5.6007 3.8919 -2.6849 -0.26
C -5.2912 3.2181 -4.0316 -0.13
H -1.3065 2.6589 5.4711 0.07
H -1.3945 3.8677 4.1846 0.06
H -1.6639 4.3347 5.8594 0.07
H -3.7228 2.7578 5.8313 0.10
H -3.8646 4.2306 4.8500 0.10
H -4.6969 2.5412 3.4267 0.09
H -3.0746 2.8258 2.8614 0.09
H -2.8702 0.7390 4.8461 0.10
H -4.2928 0.3798 3.8711 0.10
H -2.1898 1.1178 2.0606 0.06
H -3.0201 -0.4072 2.1644 0.10
H -1.3968 -0.8760 4.1959 0.10
H -0.8834 -1.1534 2.5446 0.09
H 0.3007 0.5436 4.5537 0.11
H -0.2706 1.6134 3.3036 0.09
H 1.2018 -0.6412 2.1106 0.10
H 2.1619 0.2097 3.3302 0.11
H 3.6783 1.2674 2.2688 0.12
H 3.2964 2.4436 1.0024 0.07
H 4.1484 0.7840 -0.3787 0.12
H 2.4985 0.2093 -0.2944 0.08
H 5.0057 -0.8741 0.9935 0.12
H 3.4745 -1.1705 1.8278 0.10
H 3.6119 -1.7451 -1.1262 0.12
H 2.5780 -2.4341 0.1098 0.10
H 5.4490 -3.0525 -0.5974 0.10
H 4.9374 -3.4091 1.0389 0.11
H 4.7389 -5.4164 -0.2322 0.11
H 3.9713 -4.6244 -1.5863 0.09
H 1.8718 -4.3804 -0.2701 0.10
H 2.4140 -6.0451 -0.2751 0.10
H 1.7196 -5.4857 1.9914 0.07
H 3.4737 -5.6738 2.0031 0.06
H 2.7359 -4.0521 2.0451 0.07
H 0.1876 5.2426 1.4605 0.06
H -0.1738 3.6806 2.2427 0.05
H -1.9262 3.3044 0.4056 0.09
H -2.2921 4.6569 1.4913 0.10
H -1.3115 4.8019 -1.3819 0.07
H -1.1158 6.1578 -0.2474 0.07
H -4.0827 5.1532 -0.0891 0.05
H -3.4043 6.9720 -0.6866 0.04
H -3.2131 6.0222 -2.9374 0.06
H -5.2692 5.8146 -3.5825 0.10
H -5.6534 5.8893 -1.8602 0.09
H -6.6851 3.8976 -2.5168 0.09
H -5.1317 3.3384 -1.8674 0.09
H -4.8426 2.2262 -3.9160 0.03
H -4.5725 3.8162 -4.6000 0.06
H -6.1912 3.0927 -4.6421 0.06
C 4.4880 5.3585 -3.7999 -0.03
C 3.2904 5.2240 -2.8992 -0.33
C 2.0417 5.9790 -3.3174 -0.08
O 1.4183 6.2436 -2.0632 0.06
C 2.3644 6.2574 -1.1114 -0.60
O 2.2004 6.5971 0.0178 0.14
O 3.5505 5.8221 -1.6130 0.07
H 4.3013 4.8409 -4.7416 0.09
H 4.6984 6.4083 -4.0080 0.09
H 5.3672 4.9170 -3.3323 0.09
H 3.0443 4.1730 -2.7199 0.15
H 1.3572 5.4149 -3.9447 0.14
H 2.2930 6.9312 -3.7942 0.14
C 3.8578 -7.2510 -5.2822 -0.03
C 4.6327 -5.9699 -5.1748 -0.32
C 6.0416 -6.0062 -5.7382 -0.09
O 6.7289 -5.0415 -4.9312 0.06
C 6.0706 -4.9395 -3.7511 -0.56
O 6.4503 -4.3217 -2.8087 0.16
O 4.9101 -5.6255 -3.7993 0.07
H 3.5987 -7.4196 -6.3266 0.08
H 4.4498 -8.0899 -4.9109 0.09
H 2.9353 -7.1966 -4.7069 0.09
H 4.0676 -5.1366 -5.6005 0.14
H 6.1163 -5.7254 -6.7849 0.14
H 6.5055 -6.9831 -5.5769 0.14
C 5.1022 5.1431 3.1680 -0.01
C 3.7596 4.5260 3.4468 -0.32
C 2.5599 5.4274 3.2709 -0.08
O 1.6253 4.8604 4.2047 0.06
C 2.3229 4.2347 5.1730 -0.57
O 1.8589 3.8077 6.1834 0.15
O 3.6338 4.1589 4.8393 0.08
H 5.1916 5.3447 2.0997 0.09
H 5.2181 6.0796 3.7150 0.09
H 5.9031 4.4670 3.4660 0.09
H 3.6157 3.6167 2.8666 0.13
H 2.1468 5.4173 2.2671 0.09
H 2.7747 6.4543 3.5779 0.14
C 1.5124 -1.3175 -6.6297 -0.01
C 1.6769 -2.4402 -7.6164 -0.32
C 0.4031 -3.0041 -8.2195 -0.08
O 0.7667 -4.3688 -8.4787 0.07
C 1.7393 -4.7100 -7.6102 -0.56
O 2.1227 -5.8205 -7.4129 0.15
O 2.2074 -3.6185 -6.9685 0.07
H 1.1782 -0.4181 -7.1477 0.09
H 0.7804 -1.5771 -5.8649 0.09
H 2.4605 -1.1012 -6.1398 0.09
H 2.3795 -2.1714 -8.4110 0.16
H 0.0935 -2.5307 -9.1463 0.14
H -0.4188 -2.9959 -7.5001 0.14
C -5.7614 -0.7260 -2.3585 -0.01
C -4.6725 -1.4539 -3.0968 -0.32
C -3.3437 -0.7358 -3.2210 -0.08
O -2.8245 -1.2743 -4.4471 0.06
C -3.8704 -1.6658 -5.2078 -0.58
O -3.7891 -1.9992 -6.3483 0.14
O -5.0135 -1.6323 -4.4911 0.08
H -5.5132 -0.6656 -1.2985 0.10
H -5.8853 0.2862 -2.7445 0.08
H -6.7080 -1.2544 -2.4620 0.09
H -4.5165 -2.4543 -2.6804 0.16
H -2.6487 -0.9353 -2.4104 0.13
H -3.4753 0.3422 -3.3372 0.13
C -9.6861 1.9279 6.3613 -0.03
C -8.4921 1.4447 5.5838 -0.33
C -7.5182 2.5086 5.1153 -0.09
O -6.9832 1.9233 3.9285 0.05
C -7.8952 1.0594 3.4275 -0.56
O -7.8285 0.5277 2.3692 0.17
O -8.8991 0.8769 4.3247 0.08
H -9.3685 2.2912 7.3393 0.09
H -10.1896 2.7355 5.8290 0.09
H -10.3973 1.1162 6.5081 0.09
H -7.9555 0.6644 6.1327 0.16
H -6.7081 2.7211 5.8081 0.14
H -8.0329 3.4353 4.8480 0.14
C 3.2869 -8.8393 2.4781 -0.02
C 2.7344 -9.7346 3.5518 -0.33
C 1.7016 -9.1176 4.4764 -0.09
O 1.8987 -9.8558 5.6868 0.06
C 3.1785 -10.3025 5.7031 -0.57
O 3.7094 -10.8015 6.6404 0.16
O 3.7590 -10.0972 4.4986 0.08
H 2.5191 -8.6309 1.7323 0.09
H 3.6297 -7.8955 2.9018 0.08
H 4.1320 -9.3149 1.9823 0.09
H 2.3469 -10.6661 3.1273 0.16
H 0.6731 -9.2318 4.1459 0.14
H 1.9189 -8.0636 4.6679 0.14

=====

# 3
14
Properties=species:S:1:pos:R:3:lowdin_charge:R:1 method="wB97M-V/def2-TZVPD" total_charge=0 e_tot_ev=-28431.0004 homo_energy_ev=-8.2 smiles="N[C@H](C=O)CSS" homo_lumo_gap_ev=8.72
N -1.5690 1.4189 0.8140 0.06
C -1.1327 0.0916 0.1951 -0.37
C -2.2589 -0.9511 0.3162 -0.23
O -2.5985 -1.4298 1.3693 0.06
C 0.2139 -0.5431 0.7353 -0.45
S 1.5641 -0.7484 -0.6070 0.37
S 1.9879 1.1911 -1.0852 0.28
H -2.0426 2.1411 0.3340 0.06
H -1.7846 1.5324 1.7361 0.03
H -1.0146 0.3415 -0.8653 0.11
H -2.7486 -1.2603 -0.6223 0.12
H 0.0954 -1.6399 0.9983 0.08
H 0.4659 0.0062 1.6364 0.08
H 1.0339 1.7175 -0.2725 -0.19

=====

# 4
86
Properties=species:S:1:pos:R:3:lowdin_charge:R:1 method="wB97M-V/def2-TZVPD" total_charge=-1 e_tot_ev=-89913.7890 homo_energy_ev=-4.1 homo_lumo_gap_ev=6.10
N -2.5577 -4.0017 1.8367 -0.41
P -1.2304 -4.7452 2.4281 0.63
B 0.3166 -3.7258 1.9246 -0.77
P 1.9256 -4.7346 1.7091 0.26
O 3.0685 -3.6524 1.0325 -0.30
O 1.7853 -5.9630 0.5648 -0.28
S 2.7615 -5.4583 3.3303 0.17
H -3.0626 -4.6446 1.2339 -0.11
H -1.3442 -4.7448 3.8600 -0.03
H -1.2190 -6.0866 1.9134 -0.02
H 0.0967 -3.1797 0.9023 -0.01
H 0.5359 -2.9202 2.7730 0.00
H 2.7462 -2.7916 1.3051 0.02
H 2.6120 -5.9764 0.0781 0.04
F 0.3841 -1.3471 0.0751 0.05
C 0.0154 -0.7666 -1.0690 -0.28
C -1.2283 -1.0609 -1.5990 0.01
C -1.6222 -0.4549 -2.7859 -0.08
C -0.7595 0.4284 -3.4335 -0.10
C 0.4888 0.7087 -2.8917 -0.10
C 0.8772 0.1129 -1.6983 -0.04
H -1.8774 -1.7571 -1.0810 0.12
H -2.5927 -0.6721 -3.1990 0.09
H -1.0601 0.8974 -4.3584 0.08
H 1.1594 1.3926 -3.3980 0.10
H 1.8424 0.3265 -1.2557 0.11
F -3.2932 0.8968 -4.5594 0.01
C -4.4815 0.5428 -5.0879 -0.28
C -5.6038 0.5380 -4.2802 -0.01
C -6.8283 0.1774 -4.8261 -0.08
C -6.9134 -0.1822 -6.1664 -0.10
C -5.7751 -0.1765 -6.9634 -0.08
C -4.5504 0.1931 -6.4238 -0.01
H -5.5152 0.8133 -3.2368 0.12
H -7.7155 0.1760 -4.2067 0.11
H -7.8687 -0.4671 -6.5889 0.10
H -5.8409 -0.4605 -8.0057 0.10
H -3.6541 0.2114 -7.0306 0.12
F -1.6553 6.9626 -6.3904 0.05
C -2.3424 6.2181 -5.5035 -0.29
C -2.1941 4.8430 -5.5154 -0.01
C -2.8999 4.0765 -4.5968 -0.07
C -3.7508 4.6930 -3.6863 -0.09
C -3.8925 6.0753 -3.6896 -0.08
C -3.1807 6.8453 -4.6000 -0.02
H -1.5321 4.3814 -6.2372 0.12
H -2.7872 3.0013 -4.5899 0.08
H -4.3029 4.0936 -2.9731 0.10
H -4.5575 6.5542 -2.9827 0.10
H -3.2715 7.9239 -4.6120 0.11
F 9.5829 -1.9253 4.1958 0.04
C 8.5215 -2.7309 3.9642 -0.30
C 8.4354 -3.9427 4.6247 -0.03
C 7.3411 -4.7671 4.3887 -0.08
C 6.3545 -4.3758 3.4908 -0.09
C 6.4579 -3.1577 2.8318 -0.07
C 7.5449 -2.3255 3.0723 -0.03
H 9.2177 -4.2338 5.3149 0.11
H 7.2578 -5.7149 4.9051 0.10
H 5.5032 -5.0201 3.3036 0.03
H 5.6898 -2.8574 2.1300 0.10
H 7.6378 -1.3685 2.5740 0.11
F -0.8875 6.5707 -0.7285 0.05
C 0.1552 5.7570 -0.4755 -0.29
C 0.1517 4.4725 -0.9885 -0.01
C 1.2303 3.6364 -0.7303 -0.07
C 2.2920 4.0907 0.0444 -0.09
C 2.2787 5.3823 0.5567 -0.09
C 1.2066 6.2246 0.2920 -0.03
H -0.6881 4.1341 -1.5833 0.11
H 1.2417 2.6326 -1.1323 0.07
H 3.1300 3.4359 0.2483 0.10
H 3.1034 5.7340 1.1632 0.10
H 1.1823 7.2366 0.6756 0.11
F 1.3646 -2.8571 4.9857 0.04
C 0.6213 -2.2656 5.9211 -0.29
C -0.1155 -1.1417 5.5898 -0.01
C -0.8934 -0.5303 6.5640 -0.09
C -0.9187 -1.0412 7.8572 -0.11
C -0.1701 -2.1681 8.1757 -0.10
C 0.6012 -2.7891 7.2020 -0.01
H -0.0777 -0.7559 4.5794 0.12
H -1.4803 0.3444 6.3148 0.10
H -1.5236 -0.5601 8.6163 0.09
H -0.1872 -2.5640 9.1834 0.10
H 1.1840 -3.6727 7.4281 0.12

=====

# 5
60
Properties=species:S:1:pos:R:3:lowdin_charge:R:1 method="wB97M-V/def2-TZVPD" total_charge=0 e_tot_ev=-60774.8305 homo_energy_ev="-2.9 / -2.9" homo_lumo_gap_ev="2.61 / 2.62"
C 0.2687 -2.6640 0.9676 -0.23
C 1.2697 -1.6585 0.9000 -0.24
C 1.5644 -1.2228 2.2190 -0.24
H 1.8182 -1.3645 0.0048 0.07
C 0.7642 -1.9840 3.1117 -0.26
C -0.0366 -2.8733 2.3404 -0.25
H -0.6917 -3.6517 2.7411 0.08
H -0.1042 -3.2518 0.1171 0.09
H 2.3372 -0.5025 2.4891 0.08
H 0.8272 -1.9804 4.1986 0.08
Sr -1.0602 -0.2113 1.7815 1.19
C 1.4541 3.1417 -2.4038 -0.21
H 1.8183 3.3353 -1.3852 0.04
H 1.5635 4.0655 -3.0723 0.12
H 2.1598 2.4576 -3.0464 0.04
Si 1.4389 1.1684 -2.1595 0.54
C 0.8191 -0.0377 -3.3779 -0.32
C 0.9964 -1.3905 -3.0556 -0.11
H 1.4626 -1.6574 -2.1114 0.08
C 0.5631 -2.3882 -3.9253 -0.09
H 0.7297 -3.4320 -3.6750 0.10
C -0.0812 -2.0409 -5.1136 -0.10
H -0.3674 -2.8133 -5.8250 0.10
C -0.3357 -0.6967 -5.4061 -0.10
H -0.8838 -0.4264 -6.3128 0.10
C 0.1139 0.3093 -4.5407 -0.11
H -0.0889 1.3618 -4.7524 0.09
C 3.0350 0.7093 -1.3202 -0.31
C 4.0608 -0.0044 -1.9515 -0.09
H 3.9310 -0.3421 -2.9764 0.10
C 5.2613 -0.2430 -1.2810 -0.09
H 6.0471 -0.7969 -1.7763 0.10
C 5.4685 0.2270 0.0108 -0.08
H 6.4199 0.0736 0.5190 0.10
C 4.4389 0.9150 0.6441 -0.09
H 4.5699 1.2686 1.6568 0.10
C 3.2392 1.1668 -0.0131 -0.13
H 2.4592 1.7500 0.4727 0.08
H 0.3561 1.0998 -1.0888 -0.01
H 0.3351 2.8872 -2.4623 0.04
C -2.1474 -2.0897 5.0468 -0.08
C -3.0587 -0.9816 4.6516 -0.60
N -2.9137 -0.2532 3.5556 -0.05
C -3.9375 0.6982 3.3962 -0.33
C -4.8532 0.6704 4.4304 -0.34
S -4.4769 -0.5430 5.5963 1.07
C -3.9675 1.4986 2.1984 -0.34
C -4.8533 2.5090 1.8739 -0.33
S -4.5997 3.0830 0.2449 1.02
C -3.3052 1.9208 0.0582 -0.64
N -3.0717 1.2044 1.1445 -0.09
C -2.5440 1.7403 -1.2123 -0.13
H -2.5079 -2.5050 6.0009 0.08
H -2.1605 -2.8879 4.2845 0.08
H -1.1196 -1.7156 5.1913 0.08
H -5.7066 1.3272 4.4880 0.08
H -5.6222 2.8979 2.5374 0.08
H -3.2127 2.0171 -2.0412 0.07
H -1.6671 2.4125 -1.2318 0.04
H -2.2158 0.6940 -1.3554 0.07

=====

# 6
26
Properties=species:S:1:pos:R:3:lowdin_charge:R:1 method="wB97M-V/def2-TZVPD" total_charge=0 e_tot_ev=-14649.7991 homo_energy_ev=-10.5 smiles=CC.O.O.O.O.O.O homo_lumo_gap_ev=10.83
C -2.4788 0.4910 -5.1841 -0.11
C -1.7118 1.6811 -4.3951 -0.14
H -3.3596 0.3587 -4.6957 0.01
H -1.8474 -0.3625 -5.0200 0.05
H -2.4788 0.8719 -6.2117 0.06
H -2.1847 2.5783 -4.7028 0.04
H -1.6807 1.5334 -3.3662 0.02
H -0.6102 1.6592 -4.5588 0.07
O 2.1393 0.4630 0.5298 -0.04
H 2.5218 0.2035 1.3730 0.05
H 2.7160 1.1341 0.1439 0.07
O 1.0981 -1.1250 3.2364 0.01
H 1.6817 -1.6961 3.6132 -0.06
H 0.2402 -1.4396 3.2390 0.01
O -1.5885 0.8269 2.8788 -0.02
H -2.0679 1.6201 2.8624 0.02
H -0.7285 1.0062 3.2417 0.03
O 3.2056 -1.7743 4.7640 -0.09
H 3.4472 -2.6292 5.2343 0.09
H 2.9123 -1.1005 5.4400 0.08
O -1.2272 0.6949 -0.2029 -0.16
H -1.4684 0.2277 0.7071 0.06
H -0.2531 0.4481 -0.4136 0.05
O 1.5104 -2.1383 0.4973 -0.02
H 0.5678 -2.2875 0.4952 0.03
H 1.6453 -1.2452 0.4948 -0.10